Formula: C3H9NO
Source: OMol25
Level of theory: ωB97M-V/def2-TZVPD

SMILES: CC=O.CN
Energy relative to the best compared isomer or geometry (same formula, charge and spin) in kJ/mol: 190.6
Energy in eV: -6793.080
Gap between HOMO and LUMO in eV: 10.65

CARTESIAN COORDINATES (ANGSTROEM)
C1 -2.76 2.18 4.34
C2 -3.53 2.56 3.09
O1 -4.25 1.80 2.46
H1 -3.16 1.22 4.48
H2 -1.68 2.29 4.25
H3 -3.10 2.95 4.99
H4 -3.28 3.59 2.64
C3 2.86 -2.28 -4.25
N1 3.71 -2.08 -3.07
H5 2.92 -3.34 -4.58
H6 1.82 -2.26 -4.06
H7 3.14 -1.58 -5.02
H8 3.02 -2.14 -2.26
H9 4.30 -2.92 -3.01